(1)
Here is a molecular structure, C23H45AlBr5Cl6F8IMgN4O4P2S at a distorted geometry from OMol25. Energies are from ωB97M-V with the def2-TZVPD basis set.

```
101
Properties=species:S:1:pos:R:3:forces:R:3
C 2.400 0.087 1.703 -0.1 -0.3 0.2
C 1.606 0.239 0.397 0.8 -0.1 0.3
C 0.091 0.278 0.518 -0.2 -0.3 0.7
I -0.637 1.545 2.093 0.0 -0.1 -0.3
P -0.896 0.378 -1.164 2.0 -0.3 2.5
O -2.416 0.815 -0.456 -0.2 -0.2 -0.4
C -1.460 -1.509 -1.223 -0.4 -0.6 -1.2
C -0.574 -2.548 -0.551 0.0 -0.3 0.6
C 0.587 -0.159 -2.232 0.2 -0.6 -0.7
C 1.564 0.866 -2.783 0.3 0.2 -0.3
C 2.751 0.211 -3.512 0.1 0.1 0.2
C 3.947 -0.144 -2.604 0.1 0.0 -0.1
N 5.212 0.499 -3.064 -0.5 -0.8 0.9
C 5.985 1.000 -1.943 0.9 0.6 -1.4
N 5.776 2.163 -1.442 2.7 -3.6 -7.7
N 6.929 0.139 -1.375 -0.5 0.4 -1.1
C -0.762 2.276 -1.597 -1.0 0.6 -0.9
C 0.208 3.233 -0.875 0.1 0.5 0.3
C 1.149 3.990 -1.819 0.0 0.3 -0.1
Cl -0.833 4.481 -0.061 0.0 -0.1 -0.1
P -2.455 0.487 -3.051 -1.0 0.4 -1.6
S -1.613 0.614 -4.788 0.0 -0.2 0.7
H 2.611 1.060 2.151 -0.1 -0.2 0.1
H 3.366 -0.385 1.480 -0.3 0.2 0.0
H 1.901 -0.581 2.418 0.0 0.3 -0.1
H 2.017 1.122 -0.106 -0.2 -0.2 0.0
H 1.884 -0.654 -0.187 -0.2 0.5 0.2
H -0.224 -0.667 0.980 0.0 0.1 -0.5
H -2.811 0.118 0.088 0.0 0.1 0.1
H -2.501 -1.608 -0.906 0.2 0.3 0.3
H -1.504 -1.783 -2.292 0.1 0.1 0.2
H -0.349 -3.374 -1.263 0.1 0.6 0.3
H 0.391 -2.214 -0.160 -0.1 0.0 -0.2
H -1.099 -3.005 0.299 0.1 0.2 -0.2
H 0.198 -0.724 -3.096 -0.1 0.2 0.1
H 1.159 -0.928 -1.689 -0.4 0.3 -0.2
H 2.026 1.470 -1.993 -0.3 -0.1 -0.2
H 1.081 1.549 -3.493 0.0 -0.1 0.3
H 2.391 -0.723 -3.997 -0.3 0.2 0.1
H 3.117 0.920 -4.276 0.0 -0.2 0.0
H 4.093 -1.235 -2.580 -0.1 0.2 0.2
H 3.749 0.194 -1.580 -0.1 -0.1 -0.2
H 5.712 -0.248 -3.539 0.5 0.4 0.0
H 5.110 2.678 -2.013 -0.1 -0.3 -0.7
H 6.959 -0.789 -1.773 0.0 0.1 0.0
H 7.860 0.528 -1.290 -0.2 0.1 0.5
H -1.777 2.652 -1.431 0.3 -0.2 0.2
H -0.635 2.378 -2.684 0.3 -0.2 0.3
H 0.777 2.816 -0.045 -0.1 -0.2 -0.2
H 0.679 4.165 -2.796 0.1 -0.1 0.2
H 2.104 3.472 -1.946 -0.2 0.0 -0.1
H 1.375 4.977 -1.398 0.0 -0.3 0.0
H -3.298 -0.622 -2.946 0.1 -0.1 0.3
H -3.233 1.597 -2.739 0.1 0.2 0.2
C -3.470 -4.583 3.904 -0.2 -0.1 0.2
C -2.901 -3.396 3.121 0.0 0.0 0.0
C -3.768 -2.764 2.026 0.1 -0.2 -0.1
F -4.056 -3.646 1.051 -0.1 0.1 0.0
F -2.998 -1.794 1.435 -0.2 0.4 0.0
F -1.712 -3.735 2.568 0.1 0.1 0.1
F -2.683 -2.386 4.006 0.0 -0.1 0.0
O -3.061 -5.849 3.435 0.4 0.1 -0.1
C -3.684 -6.502 2.416 0.0 -0.3 0.0
C -2.737 -6.731 1.224 -0.2 -0.2 0.2
F -2.289 -5.537 0.746 0.1 0.0 -0.2
F -3.422 -7.341 0.240 0.1 0.1 -0.1
F -4.816 -5.892 2.032 -0.1 -0.1 0.0
F -4.008 -7.744 2.851 -0.2 0.5 0.1
H -3.036 -4.501 4.900 0.0 0.0 0.0
H -4.554 -4.511 4.009 0.0 0.0 -0.1
H -4.689 -2.332 2.418 0.1 0.1 0.0
H -1.888 -7.343 1.532 0.0 0.0 0.0
Al 3.476 -1.083 -5.878 0.4 -0.2 -0.3
C 6.601 -3.235 -6.347 0.1 0.0 -0.3
Br 8.250 -4.099 -6.701 -0.1 -0.1 0.0
Br 5.052 -4.307 -6.801 -0.2 0.4 -0.3
Br 6.478 -2.626 -4.515 -0.2 0.1 0.0
H 6.540 -2.367 -6.993 0.0 0.0 0.1
Cl -3.430 -10.225 2.298 0.1 -0.2 -0.1
Br -4.140 5.470 6.246 0.0 0.0 0.1
C -2.364 5.365 5.472 -0.2 0.0 0.0
C -2.191 4.075 4.713 0.1 -0.1 0.0
Br -1.960 2.549 5.901 0.0 0.0 -0.1
H -1.652 5.475 6.284 0.0 0.0 0.0
H -2.281 6.211 4.794 0.0 0.0 0.0
H -1.294 4.114 4.097 0.0 0.1 0.0
H -3.057 3.860 4.094 0.0 0.0 0.0
C -7.838 6.329 4.714 0.1 -0.1 0.1
N -8.040 5.574 3.446 0.0 0.0 -0.1
O -7.629 4.430 3.395 0.0 0.1 0.0
O -8.596 6.158 2.540 0.0 -0.1 0.1
H -7.328 5.678 5.414 0.0 0.0 0.0
H -7.240 7.203 4.474 0.0 0.0 0.0
H -8.815 6.628 5.082 0.0 0.0 -0.1
C 5.400 3.120 0.406 -1.0 1.6 2.4
Cl 3.977 3.924 1.088 -0.5 0.2 0.5
Cl 6.875 3.669 1.168 0.1 -0.1 0.0
Cl 5.215 1.364 0.551 -1.1 -0.1 4.2
H 5.443 3.354 -0.651 -0.2 1.3 2.4
Cl 5.699 -6.132 -4.960 0.0 -0.2 0.3
Mg -1.069 -4.989 -2.614 -0.2 -0.5 -0.3
```
Positions in Å, forces in eV/Å.

Properties
HOMO-LUMO gap: 0.045 Eh
E_LUMO: -10.088 eV
Net charge: +2
Electronic energy: -19673.3633 Eh


(2)
Here is a molecular structure, C22H34N2O5P2Pb at a distorted geometry from OMol25. Energies are from ωB97M-V with the def2-TZVPD basis set.

```
66
Properties=species:S:1:pos:R:3:forces:R:3
Pb 0.112 1.138 -0.371 1.6 -2.4 -4.7
P -2.374 2.690 0.719 1.7 -1.8 1.1
P 2.010 -0.611 -2.114 -0.8 0.3 0.8
N -1.099 0.629 -2.148 2.4 1.6 3.4
H -1.182 1.989 0.747 -0.5 0.9 -0.1
C -2.226 4.406 0.417 -0.4 0.7 -0.2
H -3.070 4.760 1.019 0.1 0.7 -0.2
H -2.407 4.613 -0.645 0.1 0.0 0.3
H -1.291 4.869 0.750 -0.2 -0.3 0.0
C -2.559 2.319 2.457 -0.8 0.7 0.0
H -3.376 3.000 2.700 -0.2 -0.4 1.1
H -1.629 2.539 3.009 -0.5 0.0 -0.3
H -2.780 1.245 2.555 -0.1 0.5 0.1
C -3.544 1.894 -0.283 -1.3 0.3 -0.3
H -4.461 2.230 0.211 -0.6 -0.3 -0.3
H -3.498 0.805 -0.288 0.3 0.1 0.1
H -3.525 2.274 -1.307 0.1 -0.2 0.0
C 3.284 0.107 -3.195 0.1 0.1 0.0
H 3.993 -0.653 -3.535 0.0 0.1 -0.1
H 3.811 0.873 -2.612 0.0 -0.2 -0.2
H 2.794 0.584 -4.053 0.1 -0.1 0.2
C 2.935 -1.710 -0.985 0.2 0.0 -0.1
H 3.642 -2.336 -1.545 -0.1 0.0 0.2
H 2.221 -2.334 -0.431 0.2 0.2 -0.2
H 3.484 -1.077 -0.271 -0.1 -0.2 -0.2
C 1.055 -1.765 -3.168 -0.1 0.1 0.0
H 1.699 -2.509 -3.648 0.0 0.1 0.0
H 0.511 -1.191 -3.931 0.1 -0.1 0.2
H 0.307 -2.270 -2.541 0.2 0.2 -0.2
C -1.948 0.431 -3.114 -1.2 -0.3 -0.6
C -3.068 1.117 -5.192 -0.1 -0.4 0.2
C -2.138 1.376 -4.205 0.0 -0.7 0.7
C -2.747 -0.783 -3.123 0.2 0.8 -0.3
C -3.665 -1.005 -4.132 0.2 0.3 0.0
C -3.834 -0.061 -5.156 -0.2 0.0 -0.3
H -3.195 1.847 -5.994 -0.1 -0.3 0.1
H -1.514 2.273 -4.188 -0.2 -0.2 -0.1
H -2.576 -1.484 -2.301 -0.1 0.1 -0.3
H -4.251 -1.925 -4.107 0.0 0.2 -0.2
H -4.565 -0.243 -5.934 0.0 0.0 0.0
C 3.704 2.091 0.913 0.9 -1.8 -3.0
O 4.125 1.461 -0.110 -1.3 2.3 3.7
C 3.275 3.572 0.834 -0.8 -0.4 0.2
H 3.894 4.196 1.536 -0.6 -0.5 -0.7
H 2.199 3.544 1.222 1.3 0.3 -0.4
H 3.258 3.972 -0.217 0.3 -0.5 1.1
C 3.411 1.369 2.249 -0.6 0.2 -0.6
H 4.252 0.727 2.597 -0.6 0.6 -0.3
H 2.503 0.719 2.045 1.0 0.6 0.3
H 3.100 2.137 2.992 0.4 -0.7 -0.2
O -0.172 0.207 2.408 0.0 0.0 -0.3
C 0.034 -0.869 1.822 -0.2 -1.2 -1.7
O 0.077 -1.052 0.524 0.0 0.5 2.4
C 0.220 -2.138 2.657 0.2 -0.5 0.6
C 0.171 -3.448 2.118 -0.1 0.4 0.4
C 0.345 -4.566 2.944 0.2 0.1 0.4
C 0.606 -4.379 4.319 -0.2 1.8 -1.4
C 0.634 -3.088 4.875 0.1 -0.2 -0.2
C 0.447 -1.986 4.040 -0.2 -0.3 -0.2
N 0.923 -5.489 5.149 0.5 -2.8 1.8
O 0.924 -6.638 4.638 0.0 2.4 1.1
O 1.193 -5.269 6.353 -0.5 -0.5 -2.3
H -0.034 -3.590 1.053 0.1 0.1 0.4
H 0.303 -5.587 2.549 0.1 0.6 0.2
H 0.819 -2.957 5.946 -0.1 -0.1 -0.5
H 0.450 -0.989 4.480 0.0 -0.2 -0.3
```
Positions in Å, forces in eV/Å.

Properties
HOMO-LUMO gap: 0.161 Eh
E_LUMO: -0.917 eV
Net charge: 0
Energy above the lowest of the compared OMol25 structures with the same formula, charge and spin: 33.2 kcal/mol
Electronic energy: -2219.7226 Eh


(3)
Here is a molecular structure, C23H20Cl4FNO4OsSi at a distorted geometry from OMol25. Energies are from ωB97M-V with the def2-TZVPD basis set.

```
55
Properties=species:S:1:pos:R:3:forces:R:3
Os 0.014 -0.096 -0.695 0.1 -0.7 2.7
Cl 4.309 -4.203 -3.964 0.0 0.0 0.0
C 2.886 -3.398 -3.423 -0.2 -0.2 -0.2
C 1.620 -3.820 -3.885 0.3 0.0 0.0
Cl 1.512 -5.122 -5.009 0.0 0.0 0.0
C 0.469 -3.193 -3.445 -0.1 0.1 0.1
Cl -1.102 -3.661 -3.967 0.0 0.0 0.0
C 0.574 -2.140 -2.533 -0.5 -0.5 -0.1
O -0.461 -1.452 -2.046 0.3 0.6 -0.2
C 1.818 -1.715 -2.105 0.3 0.6 0.7
O 1.796 -0.668 -1.283 0.7 -0.2 -0.6
C 2.986 -2.341 -2.537 0.0 0.1 0.0
Cl 4.489 -1.761 -1.933 0.0 -0.1 -0.1
C -1.542 2.652 1.724 -0.1 -0.2 0.3
Si -0.318 2.969 0.367 0.3 -0.2 -0.3
C 0.835 4.334 0.851 0.2 0.2 0.1
C -1.106 3.364 -1.255 -0.1 0.1 -0.3
N 0.686 1.479 0.166 0.1 -0.4 -0.5
C 1.980 1.410 0.790 -0.6 0.1 -0.1
C 2.116 1.178 2.152 -0.1 -0.1 0.1
C 3.371 1.116 2.743 0.0 0.0 -0.1
C 4.509 1.288 1.969 0.0 0.0 0.0
C 4.390 1.533 0.608 0.0 0.0 0.1
C 3.133 1.595 0.046 0.2 0.1 -0.1
F 3.028 1.876 -1.263 0.0 0.1 0.0
H -2.536 3.017 1.455 0.1 0.0 0.0
H -1.226 3.156 2.641 -0.1 0.0 0.0
H -1.626 1.582 1.928 0.0 0.1 0.0
H 0.265 5.208 1.184 0.0 0.0 0.0
H 1.462 4.636 0.008 0.0 0.0 0.1
H 1.492 4.032 1.671 0.0 0.1 0.0
H -0.395 3.918 -1.875 -0.1 0.0 0.0
H -2.005 3.975 -1.132 0.1 0.0 0.0
H -1.396 2.459 -1.787 0.0 0.0 0.0
H 1.217 1.027 2.741 0.1 0.0 0.0
H 3.456 0.930 3.806 0.0 0.0 0.0
H 5.492 1.233 2.419 0.0 0.0 0.0
H 5.254 1.687 -0.025 0.0 0.0 0.0
C -1.176 -2.907 2.370 0.0 0.2 0.1
C -1.343 -1.758 1.418 -1.4 0.0 -0.2
O -0.332 -1.054 1.224 1.1 0.4 -1.9
C -2.637 -1.480 0.805 0.5 -0.6 0.4
C -3.739 -2.301 1.127 -0.2 -0.2 0.0
C -4.991 -2.057 0.627 0.1 -0.1 0.1
C -5.176 -0.956 -0.224 0.1 0.2 -0.1
C -4.123 -0.141 -0.562 -0.5 -0.1 0.0
C -2.837 -0.394 -0.068 1.2 1.0 -0.3
O -1.876 0.440 -0.445 -1.7 -0.2 0.1
H -0.148 -2.918 2.720 0.0 0.0 0.0
H -1.397 -3.847 1.861 0.0 0.1 0.0
H -1.852 -2.818 3.221 0.0 0.0 0.0
H -3.593 -3.147 1.785 0.0 0.0 0.0
H -5.820 -2.704 0.883 0.0 0.0 0.0
H -6.160 -0.745 -0.625 0.0 0.0 0.0
H -4.246 0.706 -1.224 0.0 0.0 0.0
```
Positions in Å, forces in eV/Å.

Properties
HOMO-LUMO gap (spin up / spin down): 0.242 / 0.238 Eh
E_LUMO (spin up / spin down): -1.358 / -1.398 eV
Net charge: 0
Electronic energy: -3564.9881 Eh